{
  "formula": "C11H15N3O3",
  "method": "ωB97M-V with the def2-TZVPD basis set",
  "total_energy_ev": -22250.63250,
  "de_lowest_kj_mol": 1329.7,
  "smiles": "O=C(NCCCO)C(=O)NCc1ccccn1",
  "homo_ev": -8.3,
  "species": ["O", "C", "N", "C", "C", "C", "O", "C", "O", "N", "C", "C", "C", "C", "C", "C", "N", "H", "H", "H", "H", "H", "H", "H", "H", "H", "H", "H", "H", "H", "H", "H"],
  "positions_angstrom": [[-1.45956, -1.03191, 0.43278], [-1.46498, 0.17679, 0.37438], [-2.53134, 0.95480, 0.76457], [-3.89744, 0.06002, 1.05042], [-5.01604, -0.03082, 0.21941], [-4.32866, -0.78001, -1.12425], [-3.99252, -1.80929, -0.71644], [-0.55809, 1.08520, 0.06398], [-0.59063, 2.16857, 0.00259], [0.55861, 0.40088, -0.38136], [1.93243, 1.19609, -0.91113], [2.98389, 0.34039, -0.24962], [4.28925, 1.01422, -0.59207], [5.28100, 0.10621, 0.25610], [5.08198, -1.13340, 0.53687], [3.66199, -1.60611, 0.57967], [2.72550, -0.95831, -0.07981], [-2.58073, 1.83913, 0.67085], [-3.72549, -0.84338, 1.63562], [-4.37376, 0.81029, 1.88266], [-5.22943, 1.10225, -0.44554], [-5.87012, -0.37081, 0.34977], [-3.53543, -0.35671, -1.71959], [-5.14344, -0.79924, -1.81168], [-3.18251, -1.82359, -0.37956], [0.58957, -0.57945, -0.47792], [1.87184, 2.06401, -0.36296], [1.89101, 1.28582, -1.99278], [4.53319, 1.88611, -0.67613], [6.35913, 0.26790, 0.10876], [5.91768, -1.73046, 0.79388], [3.43861, -2.74440, 0.83229]]
}